ORCA calculation (wB97M-V/def2-TZVPD) on a molecular structure, C34H38AlGe2N8S2.

Structure (ORCA input):
```
! RIJCOSX wB97M-V def2-TZVPD def2/J DEFGRID3
* xyz 2 2
C 4.2795 -3.2022 1.4620
C 2.1360 -0.4222 -2.8931
H -9.0789 2.7960 1.2883
C -5.3198 3.4383 1.4954
H 1.7097 1.8450 2.0105
H -1.3874 3.0708 -0.5884
C 3.6656 -2.0644 0.9597
H -0.2224 -4.4556 -0.0887
C -5.9160 3.2157 0.2575
C -8.0126 2.9704 1.3182
C 5.2041 1.2696 -0.2033
H -2.8520 -3.5151 -5.0761
H 5.5125 0.3624 0.3133
C -0.1591 -3.4291 0.2538
H -3.1254 3.9998 3.0159
H 3.1579 0.9370 2.5038
H 1.9496 -1.7311 4.7677
C -2.3732 -3.4148 -4.1042
H 3.1926 1.4575 -5.5180
H 0.9991 -2.2492 -3.0949
C 2.7111 0.6491 -4.9844
H 4.8145 -3.1596 2.4023
H -8.0106 3.1838 3.4582
H -2.1365 4.4187 1.6064
H -0.1822 3.6531 0.5694
C -1.2730 1.9391 1.2048
H 1.9349 -4.1888 4.3299
H 3.7220 -1.1430 1.5304
C 1.0063 -1.2783 2.9065
C 2.7007 3.1952 -0.9622
C 0.9858 -3.9692 2.4169
H 3.2498 1.4187 -3.0713
C 2.7388 0.6212 -3.5974
H -3.3388 1.4611 3.6437
S -2.2876 -1.6415 -3.8012
C 4.2182 -4.3923 0.7489
H 0.9625 -5.0252 2.1864
H -7.7515 2.8245 -0.8150
H -5.5945 3.6293 3.6518
H 2.0249 2.9693 -1.7848
N -4.0045 3.6583 1.1793
H 5.4648 1.1768 -1.2567
N -3.8222 3.5267 -0.1681
H 2.2061 3.8878 -0.2827
N -2.1944 2.3864 2.0694
H 3.5765 3.6977 -1.3729
H 2.4783 -3.3380 -1.9514
C 1.4917 -1.4333 -3.6113
N -1.0252 0.6502 1.4542
C -6.0459 3.4342 2.6878
C -0.6386 2.7595 0.1423
H 0.9523 -2.1867 -5.5424
C 0.4633 -3.0573 1.5230
C 2.0671 -0.3600 -5.6835
H 0.1457 2.1919 -0.3568
C 1.4553 -1.4000 -4.9954
C 3.0066 -2.0877 -0.2738
H -1.8692 -0.7271 2.9045
H 3.5227 -5.3593 -1.0363
C 1.5256 -3.4971 3.6061
C -1.5512 -1.5819 -2.2536
C 3.5523 -4.4375 -0.4701
Ge 3.2924 1.6046 0.0149
H 3.2334 2.6853 2.2987
H 0.9977 -0.2061 3.0534
C 1.5353 -2.1338 3.8548
C -2.5854 1.3431 2.8845
N -4.9383 3.2792 -0.7189
H -2.9753 -3.9039 -3.3439
C -1.8555 0.2736 2.5099
C -7.2897 2.9812 0.1495
C 2.7941 1.7689 1.9017
N -1.1967 -2.6858 -1.6445
H 5.7507 2.1160 0.2161
C -2.8484 3.7028 2.0077
C -7.3967 3.1926 2.5676
H -1.3774 -3.8486 -4.1351
N 0.4721 -1.7266 1.7664
N -0.6182 -2.4518 -0.4361
Al -0.2477 -0.6382 0.2411
H 4.7004 -5.2809 1.1346
S -1.3224 0.0402 -1.6410
Ge 2.2649 -0.4273 -0.9657
C 2.9564 -3.2935 -0.9814
H 2.0431 -0.3387 -6.7646
*
```

<S²> = 0.757
Energy relative to the best compared isomer or geometry (same formula, charge and spin) = 0.0 kJ/mol
Lowest unoccupied orbital energy (spin up / spin down) = -6.6453 / -7.8929 eV
Orbital gap (spin up / spin down) = 6.24 / 5.27 eV
Max |F| = 0.0017 hartree/bohr